(1)
ORCA calculation (ωB97M-V/def2-TZVPD) on a structure of composition CdFH2O at a distorted geometry.

Atoms and positions in Å:
H 0.896 0.465 0.280
F -1.249 1.456 0.291
Cd -1.266 -0.220 -0.584
O 0.626 -0.462 -0.212
H 0.993 -1.240 0.224

Computed properties:
multiplicity	1
net charge	+1
F_max	4.81	eV Å⁻¹



(2)
ORCA calculation (ωB97M-V/def2-TZVPD) on a cluster of 2 separate species, C4H14NOS2 in total at a distorted geometry.

Atoms and positions in Å:
N -0.430 2.412 1.089
C -0.740 2.513 -0.389
C -0.720 1.137 -1.071
S -1.091 -0.225 0.080
S 0.390 -1.568 0.095
C -0.024 -2.711 -1.253
C 1.161 -3.621 -1.477
H -0.095 1.471 1.323
H 0.186 3.158 1.381
H -1.291 2.462 1.631
H 0.024 3.164 -0.785
H -1.727 2.954 -0.462
H 0.150 1.008 -1.732
H -1.485 1.126 -1.842
H -0.976 -3.183 -1.014
H -0.219 -2.157 -2.181
H 2.077 -3.043 -1.392
H 1.057 -4.140 -2.430
H 1.281 -4.387 -0.730
H 1.520 1.582 3.575
H 0.390 0.645 4.077
O 0.561 1.403 3.507

Computed properties:
multiplicity	1
net charge	+1
F_max	1.13	eV Å⁻¹



(3)
ORCA calculation (ωB97M-V/def2-TZVPD) on an isolated molecule of C23H29N3O4S.

Atoms and positions in Å:
O -0.251 -1.566 -2.879
C 0.138 -1.008 -1.871
N 1.145 -0.101 -1.874
C 1.650 0.486 -3.099
C 1.236 1.931 -3.220
C 2.167 2.923 -3.490
C 1.773 4.247 -3.582
C 0.446 4.592 -3.392
C -0.489 3.607 -3.120
C -0.097 2.283 -3.039
C -0.482 -1.229 -0.528
C -0.922 -0.104 0.154
C -1.702 -0.222 1.285
S -2.203 1.271 2.110
O -3.168 0.960 3.129
O -2.544 2.262 1.131
N -0.736 1.742 2.799
C -0.378 0.905 3.925
C 1.053 1.211 4.359
C 1.188 2.691 4.709
C 0.739 3.537 3.520
C -0.685 3.155 3.127
C -2.077 -1.471 1.747
C -1.635 -2.601 1.096
C -0.813 -2.519 -0.044
N -0.350 -3.648 -0.652
C 0.968 -3.781 -1.233
C 0.861 -4.430 -2.615
O 0.224 -5.686 -2.516
C -1.063 -5.544 -1.970
C -1.021 -4.925 -0.563
H 1.355 0.388 -1.017
H 1.224 -0.105 -3.915
H 2.740 0.396 -3.126
H 3.205 2.658 -3.634
H 2.506 5.011 -3.798
H 0.141 5.625 -3.457
H -1.526 3.868 -2.968
H -0.829 1.515 -2.837
H -0.716 0.891 -0.211
H -0.472 -0.134 3.601
H -1.073 1.069 4.761
H 1.730 0.969 3.538
H 1.312 0.588 5.216
H 2.221 2.923 4.971
H 0.560 2.917 5.573
H 1.403 3.358 2.673
H 0.773 4.598 3.770
H -1.015 3.695 2.239
H -1.375 3.384 3.953
H -2.708 -1.535 2.620
H -1.907 -3.568 1.488
H 1.462 -2.815 -1.300
H 1.566 -4.440 -0.582
H 1.851 -4.620 -3.031
H 0.296 -3.764 -3.279
H -1.495 -6.545 -1.933
H -1.676 -4.901 -2.620
H -2.043 -4.794 -0.213
H -0.482 -5.601 0.115

Computed properties:
multiplicity	1
F_max	0.99	eV Å⁻¹
SMILES	O=C(NCc1ccccc1)c1cc(S(=O)(=O)N2CCCCC2)ccc1N1CCOCC1



Calculated ΔE to the lowest compared entry with this formula, charge and spin (eV), listed in the same order as above: 0.0000, 0.4579, 1.8850